ORCA calculation (ωB97M-V/def2-TZVPD) on C28H40BrCl3N5O3Si2V as an isolated structure.

Cartesian coordinates (Å):
V  -1.264  0.493  -2.322
N  -1.301  2.007  -0.718
C  -2.671  2.170  -0.201
C  -3.708  1.717  -1.227
N  -3.423  0.338  -1.667
C  -3.756  -0.648  -0.614
C  -2.546  -1.254  0.087
N  -1.471  -1.579  -0.858
C  -4.064  -0.013  -2.949
C  -3.391  -1.222  -3.588
N  -1.981  -0.928  -3.886
H  -0.696  1.480  -0.060
H  -0.878  2.902  -0.927
H  -2.872  3.214  0.053
H  -2.763  1.598  0.726
H  -3.651  2.364  -2.101
H  -4.721  1.790  -0.803
H  -4.356  -1.437  -1.075
H  -4.398  -0.165  0.132
H  -2.895  -2.136  0.636
H  -2.133  -0.560  0.822
H  -1.249  -2.566  -0.840
H  -0.628  -1.115  -0.450
H  -3.962  0.843  -3.619
H  -5.137  -0.211  -2.809
H  -3.955  -1.511  -4.481
H  -3.410  -2.066  -2.896
H  -1.879  -0.434  -4.771
H  -1.428  -1.772  -3.966
Br  3.344  -4.434  -0.550
C  3.351  -3.221  -2.005
C  4.460  -3.155  -2.833
N  4.537  -2.311  -3.859
C  3.490  -1.519  -4.086
C  2.342  -1.517  -3.303
C  2.277  -2.383  -2.225
C  1.201  -0.568  -3.600
O  0.822  -0.436  -4.764
O  0.713  -0.038  -2.552
H  5.312  -3.800  -2.653
H  3.552  -0.845  -4.931
H  1.422  -2.364  -1.561
Cl  0.750  3.194  -4.516
Si  -1.102  2.289  -4.009
Cl  -1.960  1.878  -5.969
Cl  -2.223  4.113  -3.561
C  2.719  1.996  0.368
C  2.776  0.906  1.445
C  3.551  1.390  2.668
C  3.504  -0.298  0.829
Si  1.012  0.327  1.856
O  0.183  0.046  0.528
C  1.159  -1.235  2.920
C  1.365  -1.222  4.301
C  1.501  -2.397  5.029
C  1.435  -3.624  4.383
C  1.233  -3.664  3.011
C  1.096  -2.483  2.295
C  0.073  1.583  2.943
C  -1.019  1.119  3.686
C  -1.885  1.981  4.342
C  -1.684  3.353  4.272
C  -0.610  3.844  3.545
C  0.250  2.968  2.893
H  3.730  2.212  0.001
H  2.307  2.939  0.734
H  2.116  1.671  -0.484
H  4.562  1.705  2.379
H  3.659  0.598  3.415
H  3.070  2.240  3.156
H  4.511  0.001  0.513
H  2.975  -0.663  -0.054
H  3.607  -1.127  1.533
H  1.413  -0.271  4.823
H  1.659  -2.355  6.101
H  1.542  -4.543  4.947
H  1.188  -4.617  2.495
H  0.944  -2.525  1.221
H  -1.199  0.051  3.754
H  -2.720  1.584  4.908
H  -2.357  4.033  4.779
H  -0.440  4.912  3.480
H  1.075  3.386  2.330

## Properties
HOMO energy (alpha / beta) ... -0.174 / -0.209 Eh
2S+1 ... 4
Charge ... -1

Atom charges from the Mulliken analysis, given in e for atoms 1 to 8: number 1, V, carries 0.511; number 2, N, carries -0.226; number 3, C, carries -0.404; number 4, C, carries -0.993; number 5, N, carries 0.868; number 6, C, carries -1.715; number 7, C, carries 0.253; number 8, N, carries -0.189

ORCA calculation (ωB97M-V/def2-TZVPD) on C28H40N7SSi2Ti as an isolated structure.

Cartesian coordinates (Å):
Ti  0.210  -0.038  0.369
N  -1.609  0.317  4.511
C  -1.144  0.394  3.205
S  -0.054  -0.881  2.706
N  -1.521  1.419  2.514
N  -0.990  1.449  1.243
C  -1.295  2.509  0.483
C  -2.301  3.524  0.882
C  -1.966  4.869  1.019
C  -2.927  5.810  1.366
C  -4.236  5.413  1.592
C  -4.576  4.072  1.473
C  -3.618  3.134  1.127
C  -0.753  2.515  -0.828
C  -0.948  3.566  -1.766
C  -0.383  3.496  -3.006
C  0.400  2.371  -3.357
C  0.548  1.385  -2.419
N  0.008  1.425  -1.190
H  -1.642  -0.621  4.874
H  -2.446  0.858  4.667
H  -0.939  5.173  0.854
H  -2.647  6.852  1.466
H  -4.990  6.143  1.862
H  -5.596  3.753  1.652
H  -3.878  2.086  1.041
H  -1.559  4.413  -1.491
H  -0.539  4.296  -3.719
H  0.854  2.275  -4.333
H  1.111  0.482  -2.631
C  -2.681  -0.670  -2.062
Si  -1.971  -1.313  -0.405
C  -3.445  -1.187  0.820
C  -1.733  -3.182  -0.716
C  -2.804  -4.061  -0.912
C  -2.597  -5.407  -1.170
C  -1.297  -5.901  -1.235
C  -0.228  -5.041  -1.039
C  -0.421  -3.681  -0.778
Si  1.015  -2.451  -0.493
C  2.049  -2.623  -2.115
C  2.111  -3.377  0.794
H  -3.588  -1.210  -2.357
H  -1.946  -0.780  -2.865
H  -2.929  0.396  -1.992
H  -4.411  -1.222  0.303
H  -3.403  -0.265  1.406
H  -3.414  -2.022  1.527
H  -3.823  -3.683  -0.859
H  -3.440  -6.073  -1.320
H  -1.124  -6.954  -1.434
H  0.783  -5.442  -1.082
H  2.386  -3.651  -2.292
H  2.939  -1.981  -2.117
H  1.437  -2.324  -2.973
H  2.399  -4.378  0.450
H  1.570  -3.491  1.738
H  3.034  -2.832  1.025
C  4.901  -0.716  -0.013
N  4.634  0.121  1.140
C  5.771  0.935  1.540
C  3.354  0.625  1.295
N  2.425  0.507  0.409
N  3.126  1.289  2.474
C  1.981  2.180  2.567
C  3.489  0.658  3.734
H  5.825  -1.267  0.161
H  5.022  -0.130  -0.936
H  4.098  -1.435  -0.155
H  6.072  1.618  0.735
H  6.615  0.283  1.771
H  5.533  1.524  2.419
H  2.780  0.202  -0.487
H  2.210  2.944  3.313
H  1.073  1.658  2.867
H  1.807  2.657  1.604
H  4.263  -0.089  3.573
H  2.615  0.163  4.169
H  3.860  1.409  4.437

## Properties
HOMO energy (alpha / beta) ... -0.099 / -0.118 Eh
2S+1 ... 3
Charge ... -1

Atom charges from the Mulliken analysis, given in e for atoms 1 to 8: number 1, Ti, carries -1.110; number 2, N, carries -0.510; number 3, C, carries 0.162; number 4, S, carries -0.576; number 5, N, carries -1.584; number 6, N, carries 2.678; number 7, C, carries -0.597; number 8, C, carries -0.544

ORCA calculation (ωB97M-V/def2-TZVPD) on C28H41AsBMnN5O4S2 as an isolated structure.

Cartesian coordinates (Å):
Mn  -0.352  1.417  0.206
C  -2.539  -4.657  5.161
C  -2.269  -3.313  4.549
C  -0.971  -2.825  4.458
C  -0.703  -1.603  3.858
C  -1.756  -0.858  3.359
C  -3.067  -1.319  3.438
C  -3.311  -2.543  4.033
S  -1.479  0.690  2.598
O  -2.014  1.758  3.414
O  -2.099  0.601  1.244
N  0.055  0.813  2.262
C  0.827  1.889  2.715
C  1.095  2.181  4.049
C  1.929  3.248  4.324
C  2.477  3.981  3.276
C  2.147  3.622  1.985
N  1.328  2.604  1.700
H  -1.768  -4.927  5.880
H  -2.558  -5.429  4.390
H  -3.502  -4.677  5.670
H  -0.150  -3.410  4.854
H  0.311  -1.242  3.754
H  -3.882  -0.730  3.039
H  -4.329  -2.905  4.102
H  0.655  1.583  4.834
H  2.156  3.501  5.351
H  3.145  4.810  3.457
H  2.547  4.168  1.138
N  -1.290  3.514  0.861
N  -2.305  4.100  0.102
C  -2.698  3.583  -1.084
N  -3.698  4.246  -1.683
S  -2.011  2.229  -1.788
H  -1.668  3.239  1.771
H  -0.537  4.179  1.007
H  -2.789  4.889  0.499
H  -4.165  5.026  -1.254
H  -4.077  3.870  -2.534
C  -1.336  -3.185  -2.607
C  -1.338  -2.458  -1.280
C  -2.712  -2.498  -0.631
O  -1.043  -1.040  -1.533
B  -0.365  -0.606  -0.432
O  0.106  -1.597  0.371
C  -0.193  -2.860  -0.304
C  1.081  -3.288  -1.012
C  -0.591  -3.870  0.755
H  -2.155  -2.821  -3.226
H  -1.483  -4.256  -2.458
H  -0.403  -3.039  -3.148
H  -3.436  -2.042  -1.305
H  -2.723  -1.946  0.310
H  -3.023  -3.525  -0.435
H  1.387  -2.554  -1.760
H  0.959  -4.250  -1.510
H  1.882  -3.380  -0.278
H  -1.388  -3.491  1.391
H  0.271  -4.091  1.384
H  -0.921  -4.804  0.295
C  1.677  3.395  -2.037
As  1.284  1.538  -1.657
C  3.019  0.837  -1.179
C  0.873  0.850  -3.442
C  2.102  0.646  -4.274
C  2.789  -0.565  -4.232
C  3.953  -0.744  -4.961
C  4.449  0.289  -5.744
C  3.769  1.495  -5.803
C  2.601  1.671  -5.073
H  0.784  3.871  -2.440
H  2.488  3.439  -2.766
H  1.985  3.908  -1.128
H  2.939  -0.213  -0.903
H  3.378  1.396  -0.315
H  3.710  0.949  -2.015
H  0.217  1.609  -3.873
H  0.288  -0.060  -3.319
H  2.406  -1.379  -3.625
H  4.474  -1.691  -4.922
H  5.358  0.151  -6.315
H  4.140  2.300  -6.423
H  2.062  2.609  -5.138

## Properties
HOMO energy (alpha / beta) ... -0.386 / -0.401 Eh
2S+1 ... 5
Charge ... +1

Atom charges from the Mulliken analysis, given in e for atoms 1 to 8: number 1, Mn, carries 1.096; number 2, C, carries -1.493; number 3, C, carries 0.931; number 4, C, carries -0.893; number 5, C, carries -0.332; number 6, C, carries 0.458; number 7, C, carries -0.592; number 8, C, carries -0.857

Computed maximum force, in the same sequence as the records: 0.024 0.012 0.009 hartree/bohr.
Computed ΔE to the lowest compared entry with this formula, charge and spin, in the same sequence as the records: 0.0 7.0 10.9 kcal/mol.